(1)
Below is C12H24AlFO9 as an isolated structure in a non-equilibrium geometry, with properties calculated with wB97M-V/def2-TZVPD.

XYZ file:
```
47
C12H24AlFO9, DFT wB97M-V/def2-TZVPD
Al 4.72 -1.61 1.58
F 2.36 -0.11 0.74
C -2.68 7.19 -0.19
C -2.52 5.93 -1.07
O -1.27 5.30 -0.82
C -0.96 4.00 -0.98
O -1.70 3.13 -1.40
O 0.34 3.90 -0.61
C 0.87 2.55 -0.50
H -2.03 7.98 -0.56
H -2.32 6.88 0.79
H -3.70 7.52 0.00
H -2.66 6.12 -2.14
H -3.40 5.37 -0.77
H 1.95 2.62 -0.33
H 0.80 2.10 -1.49
H 0.44 1.99 0.32
C -4.88 -2.26 3.73
C -3.79 -3.32 3.96
O -2.77 -3.27 3.00
C -1.79 -2.37 3.12
O -1.46 -1.72 4.12
O -1.04 -2.41 1.89
C 0.22 -1.82 1.82
H -5.60 -2.29 4.54
H -5.42 -2.22 2.79
H -4.50 -1.24 3.77
H -4.31 -4.27 3.92
H -3.30 -3.30 4.93
H 0.98 -2.49 2.24
H 0.13 -0.96 2.48
H 0.46 -1.46 0.82
C 1.08 -0.59 -3.09
C 2.30 -1.10 -2.38
O 3.08 -2.04 -3.11
C 3.89 -2.90 -2.39
O 4.14 -2.74 -1.18
O 4.43 -3.75 -3.25
C 5.44 -4.61 -2.82
H 0.42 -1.45 -3.14
H 1.24 -0.26 -4.11
H 0.66 0.29 -2.60
H 1.91 -1.61 -1.50
H 2.90 -0.21 -2.18
H 6.28 -4.00 -2.46
H 5.83 -5.29 -3.57
H 5.22 -5.23 -1.95
```

Values from the calculation:
Orbital gap, eV: 2.00
Total charge: +2


(2)
Below is a 3-piece molecular cluster, C5H17NO2 overall in a non-equilibrium geometry, with properties calculated with wB97M-V/def2-TZVPD.

XYZ file:
```
25
C5H17NO2, DFT wB97M-V/def2-TZVPD
C -1.21 -0.93 1.21
C -0.43 -1.16 -0.05
N -0.14 0.10 -0.80
C 0.82 0.07 -1.87
C 2.14 -0.65 -1.53
C -1.49 0.48 -1.38
H -0.92 0.07 1.60
H -2.26 -0.66 1.07
H -1.10 -1.55 2.09
H -1.00 -1.79 -0.73
H 0.55 -1.63 0.09
H 1.27 1.06 -2.09
H 0.43 -0.13 -2.88
H 2.43 -0.70 -0.48
H 2.88 -0.26 -2.21
H 2.05 -1.72 -1.80
H -1.90 1.32 -0.81
H -2.10 -0.42 -1.52
H -1.35 0.79 -2.41
H -1.12 3.08 1.95
H 0.01 2.83 0.91
O -0.17 3.07 1.83
H 1.13 -1.04 2.83
H 0.36 0.17 3.45
O 1.12 -0.40 3.54
```

Values from the calculation:
SMILES: CCN(C)CC.O.O
Orbital gap, eV: 9.57


(3)
Below is C8H13NPPd as an isolated structure in a non-equilibrium geometry, with properties calculated with wB97M-V/def2-TZVPD.

XYZ file:
```
24
C8H13NPPd, DFT wB97M-V/def2-TZVPD
C -1.65 0.53 -1.12
C -2.07 1.72 -0.43
C -2.66 1.29 0.80
C -2.81 -0.13 0.78
C -2.12 -0.61 -0.38
Pd 1.26 -1.18 -1.14
P 3.00 0.16 -1.52
H -1.04 0.50 -2.02
H -1.92 2.75 -0.74
H -2.99 1.92 1.61
H -1.94 -1.65 -0.68
H -3.32 -0.76 1.52
H 3.64 0.88 -0.48
H 2.84 1.25 -2.42
H 4.13 -0.45 -2.12
C 3.10 -2.79 3.52
C 2.33 -1.49 3.20
C 2.24 -1.10 1.80
N 1.95 -0.91 0.69
H 2.51 -3.69 3.30
H 3.35 -2.82 4.58
H 4.06 -2.82 2.97
H 1.29 -1.59 3.56
H 2.78 -0.65 3.75
```

Values from the calculation:
2S+1: 3
Orbital gap (alpha / beta), eV: 3.95 / 4.93
Total charge: -1
Expectation value of S²: 2.01


(4)
Below is one molecule with the formula C3H4N2O in a non-equilibrium geometry, with properties calculated with wB97M-V/def2-TZVPD.

XYZ file:
```
10
C3H4N2O, DFT wB97M-V/def2-TZVPD
O 2.20 -0.20 0.40
C 0.99 -0.08 0.28
C -0.11 -0.92 0.69
N -1.22 -0.35 0.20
N -1.14 0.70 -0.55
C 0.30 0.91 -0.64
H 0.76 0.44 -1.52
H -0.13 -1.79 1.31
H -2.16 -0.70 0.38
H 0.53 1.98 -0.55
```

Values from the calculation:
Orbital gap (alpha / beta), eV: 8.61 / 8.61


(5)
Below is C4H3N4 as an isolated structure in a non-equilibrium geometry, with properties calculated with wB97M-V/def2-TZVPD.

XYZ file:
```
11
C4H3N4, DFT wB97M-V/def2-TZVPD
C -0.84 -0.81 1.40
C 1.43 0.24 0.31
C 0.29 -0.32 0.75
C -0.71 0.06 -0.99
N -1.96 -0.62 0.76
N 1.41 0.73 -0.93
N -1.74 0.04 -0.30
N 0.27 0.66 -1.61
H -0.79 -1.37 2.32
H 2.34 0.39 0.87
H 0.31 0.98 -2.58
```

Values from the calculation:
Orbital gap (alpha / beta), eV: 6.95 / 6.90
Total charge: +1


(6)
Below is a 14-piece molecular cluster, H28O14 overall in a non-equilibrium geometry, with properties calculated with wB97M-V/def2-TZVPD.

XYZ file:
```
42
H28O14, DFT wB97M-V/def2-TZVPD
O 0.41 0.54 0.15
H 0.38 -0.42 0.07
H -0.38 0.75 0.65
O -3.07 0.40 -0.89
H -2.72 0.88 -0.14
H -2.58 -0.43 -0.89
O -0.67 2.85 -2.01
H -1.47 3.16 -2.44
H -0.65 1.91 -2.18
O 1.70 1.73 2.57
H 2.65 1.86 2.56
H 1.54 1.02 1.94
O 1.03 3.56 0.68
H 0.66 3.03 -0.02
H 1.12 2.96 1.42
O 3.04 -1.92 1.37
H 3.62 -1.57 0.70
H 2.17 -1.89 0.97
O -0.44 0.33 -2.83
H -0.31 0.06 -3.74
H -1.04 -0.32 -2.47
O 2.29 -2.33 -2.30
H 1.66 -2.54 -1.62
H 1.97 -2.76 -3.08
O 0.45 -2.56 0.24
H 0.44 -2.55 1.19
H 0.62 -3.47 0.00
O -1.68 -1.86 -1.51
H -1.92 -2.63 -2.03
H -1.24 -2.21 -0.74
O -1.96 2.01 1.29
H -1.96 2.62 2.03
H -1.79 2.55 0.53
O 0.12 -1.38 2.67
H -0.74 -0.96 2.72
H 0.29 -1.66 3.57
O -2.42 -0.20 2.73
H -2.25 0.64 2.31
H -3.37 -0.24 2.81
O 2.44 0.61 -2.04
H 1.49 0.74 -2.02
H 2.56 -0.32 -2.23
```

Values from the calculation:
Orbital gap, eV: 9.41


(7)
Below is C2H9N3O as an isolated structure in a non-equilibrium geometry, with properties calculated with wB97M-V/def2-TZVPD.

XYZ file:
```
15
C2H9N3O, DFT wB97M-V/def2-TZVPD
C -0.22 0.13 -1.21
C -0.62 0.45 0.23
N -0.43 1.70 0.63
N 0.75 -0.51 1.38
N -0.26 -1.27 -1.63
O 1.32 0.62 1.85
H 0.72 0.61 -1.37
H -1.12 0.60 -1.89
H -1.53 -0.04 0.39
H -1.26 1.92 1.15
H 0.67 1.40 1.26
H 1.13 -1.07 0.62
H 0.36 -1.16 2.07
H 0.15 -1.93 -1.01
H 0.32 -1.45 -2.45
```

Values from the calculation:
Orbital gap, eV: 9.99


(8)
Below is C35H24AsF15IN2O2PPt as an isolated structure in a non-equilibrium geometry, with properties calculated with wB97M-V/def2-TZVPD.

XYZ file:
```
82
C35H24AsF15IN2O2PPt, DFT wB97M-V/def2-TZVPD
Pt 0.20 -0.07 -0.19
C 0.34 4.50 -0.76
C 0.53 4.04 0.64
N 0.98 4.85 1.55
C 1.31 4.44 2.77
C 1.30 3.08 3.14
C 1.77 2.73 4.54
O 2.62 1.61 4.62
C 0.75 2.16 2.25
C 0.69 0.77 2.62
N 0.13 -0.22 2.01
C 0.16 -1.47 2.65
C 0.19 -1.58 4.05
C 0.20 -2.79 4.70
C 0.15 -3.97 3.97
C 0.13 -3.91 2.59
C 0.13 -2.68 1.96
I 0.23 -2.71 -0.15
C 0.22 2.64 0.99
O -0.44 1.95 0.18
H 0.67 5.53 -0.85
H -0.71 4.41 -1.03
H 0.91 3.86 -1.44
H 1.60 5.21 3.47
H 0.90 2.50 5.16
H 2.25 3.62 4.97
H 3.48 1.80 4.21
H 1.27 0.55 3.51
H 0.18 -0.68 4.65
H 0.24 -2.82 5.78
H 0.14 -4.94 4.47
H 0.13 -4.82 2.00
F -4.90 -2.58 -6.10
C -4.26 -3.33 -5.18
F -3.73 -4.39 -5.83
F -5.17 -3.80 -4.32
C -3.19 -2.53 -4.49
C -2.09 -2.12 -5.24
C -1.10 -1.37 -4.64
C -1.20 -1.02 -3.29
C -2.31 -1.43 -2.56
C -3.31 -2.18 -3.16
P 0.06 0.05 -2.55
C 1.64 -0.53 -3.21
C 1.83 -1.90 -3.42
C 3.07 -2.37 -3.82
C 4.12 -1.47 -4.00
C 3.94 -0.12 -3.78
C 2.70 0.35 -3.37
C 5.46 -2.02 -4.41
F 6.36 -1.05 -4.61
F 5.36 -2.73 -5.55
F 5.95 -2.85 -3.47
C -0.33 1.64 -3.35
C -1.36 2.39 -2.80
C -1.75 3.58 -3.40
C -1.09 4.00 -4.55
C -0.09 3.24 -5.12
C 0.29 2.05 -4.53
C -1.43 5.33 -5.17
F -1.57 5.23 -6.50
F -2.57 5.85 -4.67
F -0.45 6.22 -4.94
H -2.01 -2.41 -6.28
H -0.24 -1.05 -5.22
H -2.39 -1.15 -1.51
H -4.18 -2.50 -2.60
H 1.02 -2.60 -3.29
H 3.23 -3.42 -3.99
H 4.77 0.57 -3.89
H 2.58 1.41 -3.17
H -1.85 2.06 -1.89
H -2.55 4.17 -2.99
H 0.39 3.57 -6.03
H 1.07 1.45 -4.98
F 2.39 1.23 -0.45
As 3.87 0.56 0.46
F 2.75 -0.43 1.41
F 3.56 1.85 1.59
F 5.18 -0.02 1.36
F 4.82 1.57 -0.54
F 3.90 -0.74 -0.66
```

Values from the calculation:
2S+1: 2
Orbital gap (alpha / beta), eV: 7.14 / 5.78
Total charge: +1
Expectation value of S²: 0.78


(9)
Below is a 2-piece molecular cluster, C4H14NO overall in a non-equilibrium geometry, with properties calculated with wB97M-V/def2-TZVPD.

XYZ file:
```
20
C4H14NO, DFT wB97M-V/def2-TZVPD
C -1.41 0.44 2.96
N -1.27 -0.38 1.70
H -1.75 1.44 2.70
H -2.15 -0.08 3.57
H -0.44 0.50 3.44
H -0.46 0.00 1.11
H -2.10 -0.25 1.13
H -1.08 -1.35 1.90
C 2.12 0.18 -1.88
C 0.93 -0.33 -1.08
C -0.33 -0.42 -1.93
O 0.70 0.59 0.07
H 2.94 0.47 -1.23
H 1.79 0.98 -2.55
H 2.44 -0.63 -2.53
H 1.14 -1.29 -0.61
H -0.12 -1.08 -2.78
H -0.60 0.56 -2.32
H -1.16 -0.84 -1.37
H 0.82 1.49 -0.31
```

Values from the calculation:
Orbital gap, eV: 11.45
Total charge: +1